# 1
C21H37CsN3O5Si3 | wB97M-V/def2-TZVPD

Structure (XYZ):
```
70
Properties=species:S:1:pos:R:3:lowdin_charge:R:1
Cs 7.54 8.51 11.13 1.135
O 6.13 13.40 12.57 0.071
C 6.56 12.10 12.51 -0.480
O 7.07 11.59 11.56 0.039
C 6.43 11.49 13.82 -0.229
C 6.33 12.25 15.03 -0.005
C 6.05 11.49 16.12 -0.060
C 6.07 10.08 16.08 -0.011
C 6.22 9.47 14.90 -0.149
N 6.38 10.19 13.74 0.160
C 6.12 7.91 14.87 -0.659
O 5.67 7.43 15.94 -0.050
O 6.53 7.36 13.83 -0.136
H 6.12 13.77 11.63 0.154
H 6.19 13.35 15.01 0.120
H 5.74 12.00 17.08 0.122
H 5.80 9.47 16.89 0.100
C 10.10 7.57 13.10 -0.166
O 10.15 8.31 11.90 -0.522
Si 11.30 8.05 10.67 0.258
C 11.54 6.21 10.55 -0.186
C 13.02 8.56 11.28 -0.158
C 11.01 8.90 9.06 -0.453
Si 11.21 10.67 9.00 0.317
C 12.94 11.23 8.45 -0.174
C 11.04 11.49 10.74 -0.182
C 9.88 11.64 8.05 -0.191
Si 11.62 7.98 7.60 0.396
C 13.47 7.60 7.45 -0.209
C 10.74 6.37 7.04 -0.177
C 11.24 9.02 5.92 -0.187
H 9.96 6.52 12.90 0.083
H 9.26 7.86 13.60 0.024
H 11.00 7.72 13.70 0.087
H 12.04 5.76 11.45 0.047
H 12.21 5.87 9.72 0.029
H 10.64 5.60 10.46 0.033
H 13.04 8.27 12.40 0.051
H 13.22 9.61 11.12 -0.006
H 13.73 8.05 10.67 0.006
H 13.61 10.90 9.23 0.013
H 12.93 12.31 8.36 0.016
H 13.24 10.77 7.56 -0.020
H 11.89 11.50 11.46 0.037
H 10.23 11.07 11.34 0.003
H 10.75 12.52 10.53 0.012
H 9.79 11.34 6.99 0.004
H 10.03 12.73 8.17 0.028
H 8.96 11.37 8.62 0.025
H 13.85 7.01 8.32 0.023
H 14.16 8.47 7.31 0.022
H 13.68 6.96 6.54 0.029
H 10.60 5.65 7.83 0.007
H 11.26 5.86 6.27 -0.001
H 9.78 6.62 6.56 0.007
H 11.67 10.08 5.90 0.035
H 10.15 9.02 5.80 -0.010
H 11.77 8.41 5.25 -0.021
C 6.73 10.09 6.29 0.022
N 6.44 9.07 7.32 -0.130
C 5.33 8.97 8.06 -0.123
C 5.38 7.73 8.58 -0.250
N 6.50 7.06 8.21 0.048
C 7.11 7.91 7.43 -0.195
H 7.72 9.95 5.99 0.051
H 6.50 11.06 6.68 0.081
H 6.08 9.87 5.39 0.110
H 4.57 9.70 7.99 0.109
H 4.73 7.31 9.37 0.110
H 8.02 7.79 6.84 0.113
```

Output
E_LUMO (eV): 1.694
Total charge: -1
Energy above the lowest of the compared OMol25 structures with the same formula, charge and spin (kJ/mol): 88.42
2S+1: 1
E_HOMO (eV): -4.03


# 2
C9H14 | wB97M-V/def2-TZVPD

Structure (XYZ):
```
23
Properties=species:S:1:pos:R:3:lowdin_charge:R:1
C 0.63 2.89 -2.29 -0.054
C -1.18 0.95 0.44 -0.103
C -0.16 0.68 1.34 -0.110
C -0.94 1.66 -0.73 -0.056
C 0.31 2.20 -0.99 -0.284
C 1.11 1.20 1.07 -0.090
C 1.34 1.93 -0.08 -0.061
H -2.15 0.47 0.57 0.101
H -0.34 0.18 2.28 0.102
H -1.77 1.83 -1.40 0.109
H 1.90 1.07 1.80 0.101
H -0.22 2.84 -2.97 0.073
H 1.47 2.41 -2.79 0.078
H 2.36 2.18 -0.33 0.111
H 0.89 3.93 -2.10 0.081
C -0.69 -2.77 0.31 -0.174
C -0.12 -3.84 1.22 -0.172
H -1.21 -2.01 0.90 0.043
H 0.08 -2.21 -0.23 0.062
H -1.36 -3.18 -0.45 0.064
H 0.11 -4.77 0.69 0.060
H -0.83 -4.13 2.00 0.059
H 0.78 -3.52 1.74 0.060
```

Output
E_LUMO (eV): 1.039
Total charge: 0
Energy above the lowest of the compared OMol25 structures with the same formula, charge and spin (kJ/mol): 19.61
2S+1: 1
E_HOMO (eV): -9.05


# 3
C32H70NO9 | wB97M-V/def2-TZVPD

Structure (XYZ):
```
112
Properties=species:S:1:pos:R:3:lowdin_charge:R:1
C -2.34 -0.41 7.16 -0.128
C -1.46 -0.47 5.87 -0.269
C -2.23 -0.05 4.55 -0.223
C -1.13 0.15 3.44 -0.219
C -1.50 -0.38 2.01 -0.209
C -0.16 -0.97 1.38 -0.213
C -0.25 -1.29 -0.15 -0.201
C 1.19 -1.14 -0.80 -0.212
C 1.86 -2.51 -1.17 -0.246
C 3.18 -2.81 -0.38 -0.287
C 4.22 -1.61 -0.33 -0.263
N 4.06 -1.01 1.03 -0.049
C 4.95 -0.14 1.42 -0.477
C 5.85 -0.49 2.66 -0.094
C 5.18 1.28 0.80 -0.088
H -1.98 -1.22 7.84 0.063
H -2.13 0.54 7.72 0.066
H -3.43 -0.54 6.99 0.065
H -0.58 0.21 5.92 0.109
H -1.10 -1.51 5.72 0.105
H -2.70 0.95 4.76 0.099
H -3.04 -0.75 4.27 0.103
H -0.25 -0.45 3.78 0.097
H -0.75 1.20 3.38 0.108
H -1.80 0.50 1.39 0.084
H -2.32 -1.14 2.01 0.103
H 0.10 -1.85 2.01 0.117
H 0.62 -0.20 1.62 0.107
H -0.71 -2.30 -0.29 0.098
H -0.93 -0.57 -0.67 0.091
H 1.06 -0.57 -1.75 0.095
H 1.80 -0.50 -0.13 0.079
H 1.15 -3.36 -0.99 0.082
H 2.09 -2.53 -2.27 0.082
H 3.64 -3.77 -0.73 0.062
H 2.88 -3.00 0.69 0.078
H 3.88 -0.86 -1.13 0.020
H 5.37 0.00 3.56 0.051
H 6.87 -0.05 2.56 0.049
H 5.86 -1.58 2.86 0.052
H 6.24 1.56 0.99 0.045
H 4.97 1.34 -0.29 0.051
H 4.51 1.98 1.35 0.054
C 1.22 -7.94 -2.32 -0.121
O 1.84 -7.25 -3.38 -0.208
C 2.09 -5.88 -3.06 -0.195
C 3.23 -5.33 -3.89 -0.171
O 4.52 -5.72 -3.41 -0.124
C 4.90 -7.07 -3.65 -0.182
C 5.25 -7.35 -5.10 -0.201
O 4.07 -7.54 -5.87 -0.204
C 4.30 -7.31 -7.25 -0.121
H 0.24 -7.50 -2.10 0.086
H 1.08 -8.98 -2.63 0.083
H 1.85 -7.93 -1.43 0.088
H 2.33 -5.77 -1.99 0.122
H 1.17 -5.32 -3.28 0.127
H 3.21 -4.24 -3.80 0.122
H 3.12 -5.57 -4.95 0.118
H 4.15 -7.77 -3.27 0.119
H 5.81 -7.22 -3.05 0.127
H 5.84 -8.27 -5.16 0.123
H 5.84 -6.51 -5.50 0.127
H 4.62 -6.28 -7.42 0.087
H 3.36 -7.47 -7.77 0.085
H 5.05 -8.01 -7.64 0.084
C -5.14 2.27 2.74 -0.110
O -5.59 2.77 1.50 -0.201
C -4.51 3.06 0.63 -0.200
C -4.96 3.01 -0.82 -0.173
O -5.07 1.68 -1.33 -0.128
C -6.20 0.93 -0.89 -0.178
C -7.51 1.38 -1.50 -0.201
O -8.01 2.53 -0.82 -0.204
C -8.91 3.27 -1.62 -0.118
H -4.52 3.01 3.26 0.088
H -6.01 2.05 3.36 0.088
H -4.58 1.34 2.60 0.081
H -3.70 2.34 0.79 0.116
H -4.15 4.07 0.87 0.128
H -4.18 3.48 -1.42 0.127
H -5.88 3.57 -0.98 0.119
H -6.25 0.90 0.20 0.121
H -6.01 -0.09 -1.23 0.127
H -8.26 0.59 -1.39 0.125
H -7.36 1.60 -2.56 0.127
H -8.42 3.63 -2.53 0.087
H -9.24 4.13 -1.04 0.086
H -9.78 2.66 -1.87 0.086
C -0.04 8.87 0.12 -0.120
O 0.53 7.59 -0.05 -0.202
C 1.84 7.51 0.49 -0.200
C 2.19 6.07 0.83 -0.176
O 1.62 5.63 2.06 -0.128
C 0.22 5.35 2.04 -0.177
C -0.13 4.08 1.29 -0.203
O -0.15 4.31 -0.11 -0.205
C 0.02 3.10 -0.82 -0.100
H 0.54 9.63 -0.40 0.085
H -1.05 8.85 -0.29 0.086
H -0.11 9.12 1.19 0.086
H 1.92 8.13 1.39 0.125
H 2.54 7.89 -0.27 0.125
H 3.27 6.02 0.99 0.129
H 1.96 5.39 0.02 0.123
H -0.35 6.21 1.66 0.118
H -0.06 5.21 3.08 0.125
H -1.13 3.74 1.58 0.117
H 0.60 3.30 1.54 0.130
H 0.98 2.64 -0.58 0.093
H 0.01 3.33 -1.89 0.089
H -0.80 2.40 -0.60 0.080
```

Output
E_LUMO (eV): 2.191
Total charge: -1
Energy above the lowest of the compared OMol25 structures with the same formula, charge and spin (kJ/mol): 0.00
2S+1: 1
E_HOMO (eV): -1.19


# 4
CH4NOP | wB97M-V/def2-TZVPD

Structure (XYZ):
```
8
Properties=species:S:1:pos:R:3:lowdin_charge:R:1
C -1.23 0.72 0.08 -0.439
N -0.48 -0.22 0.01 -0.281
O -1.82 1.73 0.02 0.138
P -0.35 -1.88 0.06 0.710
H 1.18 1.89 0.35 0.020
H 1.58 1.74 -0.17 0.035
H 0.34 -2.04 -1.32 -0.073
H 0.79 -1.95 0.99 -0.111
```

Output
E_LUMO (eV): 0.629
Total charge: 0
Energy above the lowest of the compared OMol25 structures with the same formula, charge and spin (kJ/mol): 181.23
2S+1: 1
E_HOMO (eV): -9.36


# 5
C44H52MnN3O3S | wB97M-V/def2-TZVPD

Structure (XYZ):
```
104
Properties=species:S:1:pos:R:3:lowdin_charge:R:1
Mn 0.50 0.56 -0.79 0.696
O 3.64 1.04 0.17 0.096
C 2.42 1.38 -0.61 -0.325
O 2.26 0.76 -1.65 0.121
C 1.86 2.70 -0.27 -0.183
C 2.54 3.84 0.15 0.045
C 1.79 4.99 0.29 0.060
C 0.41 4.97 0.01 -0.115
C -0.39 6.14 0.07 0.015
C -1.72 6.08 -0.23 -0.010
C -2.32 4.86 -0.59 -0.011
C -1.58 3.71 -0.65 -0.014
C -0.20 3.74 -0.37 -0.157
N 0.55 2.62 -0.48 0.131
H 3.61 3.83 0.31 0.139
H 2.26 5.91 0.60 0.147
H 0.08 7.08 0.34 0.136
H -2.32 6.98 -0.20 0.131
H -3.38 4.84 -0.81 0.129
H -2.03 2.77 -0.94 0.090
C -3.89 1.28 1.23 -0.043
C -4.56 0.40 0.17 -0.354
C -5.09 -0.91 0.78 -0.039
C -3.85 0.20 -1.18 -0.095
C -4.73 0.00 -2.24 -0.008
C -4.32 0.00 -3.56 -0.001
C -3.01 0.33 -3.86 -0.016
C -2.07 0.53 -2.87 -0.131
C -0.69 0.99 -3.30 -0.355
C 0.05 0.02 -4.24 -0.025
C -0.79 2.37 -3.96 -0.019
C -2.47 0.33 -1.51 -0.145
N -1.45 0.20 -0.55 0.055
C -1.65 -0.55 0.49 -0.110
C -0.57 -0.62 1.42 -0.031
N 0.53 -0.02 1.10 0.048
C 1.49 0.11 2.16 -0.144
C 2.73 -0.54 2.08 -0.152
C 3.62 -0.45 3.14 -0.002
C 3.28 0.26 4.29 -0.004
C 2.06 0.90 4.36 0.010
C 1.14 0.87 3.31 -0.116
C -0.13 1.68 3.42 -0.376
C -1.05 1.14 4.52 -0.035
C 0.19 3.16 3.67 -0.039
C 3.13 -1.29 0.81 -0.279
C 3.77 -2.65 1.05 -0.010
C 4.11 -0.38 0.06 0.010
H -4.65 1.54 1.97 0.102
H -3.51 2.20 0.80 0.070
H -3.09 0.79 1.77 0.053
H -5.46 0.95 -0.12 0.141
H -4.33 -1.46 1.35 0.071
H -5.50 -1.58 0.02 0.089
H -5.90 -0.68 1.48 0.098
H -5.78 -0.12 -2.02 0.137
H -5.03 -0.18 -4.35 0.131
H -2.71 0.45 -4.90 0.130
H -0.06 1.14 -2.41 0.059
H -0.64 -0.44 -4.95 0.095
H 0.55 -0.76 -3.68 0.053
H 0.80 0.56 -4.81 0.101
H -1.21 2.27 -4.96 0.102
H 0.20 2.81 -4.06 0.099
H -1.42 3.06 -3.39 0.081
H -2.56 -1.11 0.62 0.121
H -0.66 -1.14 2.37 0.164
H 4.58 -0.95 3.09 0.131
H 3.96 0.31 5.12 0.131
H 1.80 1.45 5.26 0.133
H -0.68 1.64 2.47 0.106
H -0.55 1.17 5.49 0.091
H -1.35 0.11 4.33 0.077
H -1.95 1.75 4.60 0.094
H 0.50 3.33 4.70 0.092
H -0.70 3.77 3.49 0.091
H 0.99 3.51 3.01 0.073
H 2.25 -1.44 0.19 0.105
H 4.75 -2.57 1.54 0.093
H 3.91 -3.18 0.11 0.089
H 3.13 -3.26 1.69 0.103
H 5.10 -0.38 0.51 0.161
H 3.47 1.18 1.13 0.185
H 4.20 -0.61 -1.00 0.157
C 2.96 -7.64 -0.10 -0.022
C 2.21 -6.37 -0.37 -0.234
C 1.15 -5.99 0.46 -0.011
C 0.44 -4.83 0.21 -0.079
C 0.77 -4.05 -0.90 -0.411
C 1.82 -4.40 -1.73 -0.069
C 2.53 -5.56 -1.46 -0.010
S -0.32 -2.68 -1.21 1.046
C -0.85 -3.09 -2.88 -0.175
O 0.58 -1.44 -1.37 -0.553
H 2.98 -7.87 0.96 0.092
H 3.97 -7.59 -0.49 0.091
H 2.46 -8.47 -0.60 0.107
H 0.88 -6.60 1.31 0.131
H -0.38 -4.54 0.85 0.110
H 2.09 -3.79 -2.58 0.122
H 3.34 -5.84 -2.11 0.131
H 0.02 -3.11 -3.54 0.069
H -1.57 -2.34 -3.20 0.051
H -1.32 -4.08 -2.85 0.087
```

Output
E_LUMO (alpha / beta) (eV): -9.615 / -9.756
Total charge: +3
2S+1: 2
E_HOMO (alpha / beta) (eV): -16.27 / -16.27
⟨S²⟩: 0.79


# 6
C9H13NO | wB97M-V/def2-TZVPD

Structure (XYZ):
```
24
Properties=species:S:1:pos:R:3:lowdin_charge:R:1
C 0.02 -1.89 -1.13 -0.072
C 3.47 -0.40 -0.31 -0.116
C 3.49 0.71 -1.13 -0.123
C 2.38 -1.19 -0.30 -0.054
C 1.20 -0.90 -1.09 -0.272
C 2.38 1.08 -1.83 -0.102
C 1.21 0.24 -1.90 -0.053
H 4.37 -0.63 0.21 0.096
H 4.35 1.45 -1.15 0.122
H 2.38 -2.09 0.33 0.109
H 2.32 1.94 -2.52 0.103
H -0.31 -2.12 -0.01 0.114
H 0.30 -2.86 -1.50 0.051
H 0.25 0.41 -2.49 0.115
H -0.83 -1.35 -1.73 0.087
C -3.43 1.18 2.78 -0.020
C -2.39 0.84 1.79 -0.567
O -1.18 0.88 1.99 0.025
N -2.77 0.48 0.51 0.180
H -4.47 1.16 2.31 0.100
H -3.17 1.91 3.56 0.092
H -2.28 0.32 -0.29 0.059
H -3.70 0.45 0.38 0.039
H -3.58 0.38 3.52 0.088
```

Output
E_LUMO (eV): 0.807
Total charge: 0
Energy above the lowest of the compared OMol25 structures with the same formula, charge and spin (kJ/mol): 148.53
2S+1: 1
E_HOMO (eV): -8.84


# 7
C4H10ClO3PS | wB97M-V/def2-TZVPD

Structure (XYZ):
```
20
Properties=species:S:1:pos:R:3:lowdin_charge:R:1
C -0.82 -0.67 -1.07 -0.058
C -0.64 -1.27 1.26 -0.017
C -1.77 0.97 0.68 -0.019
C -0.68 -0.04 0.32 -0.578
O 1.13 1.12 -1.95 -0.184
O 0.55 0.73 0.46 -0.206
O 2.62 2.06 0.02 -0.282
P 1.77 0.98 -0.46 0.160
S 2.70 -0.95 -0.54 0.275
Cl 3.91 -0.82 1.05 0.074
H 0.19 -0.96 -1.51 0.056
H -1.44 -1.43 -0.84 0.040
H -1.22 0.11 -1.86 0.130
H -1.69 -1.59 1.36 0.100
H -0.15 -1.05 2.18 0.082
H 0.00 -2.00 0.74 0.083
H -1.97 1.78 0.10 0.045
H -2.77 0.51 0.92 0.103
H -1.63 1.42 1.69 0.104
H 1.90 1.09 -2.55 0.095
```

Output
E_LUMO (alpha / beta) (eV): 0.384 / -2.998
Total charge: 0
2S+1: 3
E_HOMO (alpha / beta) (eV): -6.38 / -10.46
⟨S²⟩: 2.01


# 8
C15H24NO2 | wB97M-V/def2-TZVPD

Structure (XYZ):
```
42
Properties=species:S:1:pos:R:3:lowdin_charge:R:1
C 0.67 2.30 0.88 0.003
C 0.78 2.30 -0.53 -0.148
C 1.50 1.41 -1.43 -0.135
C 2.42 0.47 -0.70 -0.231
C 3.71 0.76 -0.76 -0.078
C 4.59 0.12 0.11 -0.036
C 4.21 -1.11 0.84 -0.052
C 2.97 -1.41 0.50 -0.045
C 1.98 -0.67 -0.14 -0.216
O 0.73 -1.12 -0.12 -0.001
C 0.31 -2.21 0.22 -0.337
H 0.91 -3.00 -0.48 0.190
H 0.53 -2.80 1.16 0.163
C -1.08 -2.57 -0.12 -0.270
O -1.38 -2.51 -1.66 0.063
H -0.95 -3.17 -1.92 -0.042
C -1.99 -1.82 0.61 -0.056
N -1.97 -0.42 -0.07 0.046
H -0.88 0.13 -0.05 0.249
H -1.98 -0.59 -1.04 0.099
C -3.05 0.63 0.05 -0.372
C -3.08 1.80 -0.78 -0.054
H -3.77 2.53 -0.72 0.041
H -2.08 2.30 -0.72 0.058
H -3.09 1.45 -2.17 0.208
C -2.71 1.23 1.52 -0.023
H -3.53 1.79 1.72 0.022
H -1.77 1.82 1.58 0.066
H -2.98 0.41 2.41 0.150
H -3.92 0.06 0.16 0.126
H -1.73 -1.44 1.55 0.129
H -3.09 -2.04 0.37 0.185
H -1.33 -3.64 0.19 0.196
H 2.72 -2.49 1.09 0.182
H 5.01 -1.63 1.20 0.081
H 5.71 0.77 0.14 0.179
H 3.98 1.87 -1.26 0.195
H 0.61 0.69 -1.63 0.152
H 1.82 1.93 -2.18 0.062
H -0.01 3.22 -0.97 0.176
H 0.20 2.99 1.52 0.036
H 1.02 1.64 1.60 0.040
```

Output
E_LUMO (eV): -2.415
Total charge: +1
Energy above the lowest of the compared OMol25 structures with the same formula, charge and spin (kJ/mol): 1177.44
2S+1: 1
E_HOMO (eV): -11.58